# C28H46BrN3NiP2

A structure of composition C28H46BrN3NiP2 (ωB97M-V/def2-TZVPD, OMol25).

The value obtained for the gap between HOMO and LUMO (alpha / beta) is 7.46 / 4.51 eV. As for the expectation value of S²: 2.051. The calculation puts the relative energy (zero: lowest compared OMol25 entry of this formula, charge and spin) at 0.7133 eV. As for the multiplicity: 3. For the total energy, the calculation gives -163898.2104 eV. The value obtained for the LUMO energy (alpha / beta) is -6.01 / -8.87 eV. The total charge is +2.

CARTESIAN COORDINATES (ANGSTROEM)
N: -0.974 -5.530 -1.618
C: 0.282 -5.279 -1.259
C: 0.696 -4.027 -0.782
C: -0.287 -3.049 -0.505
C: -1.583 -3.289 -1.037
C: -1.892 -4.577 -1.502
C: -0.062 -2.006 0.505
Ni: -0.003 -0.219 0.180
P: -0.232 1.673 1.098
C: -1.215 -1.336 1.103
C: -1.467 -1.422 2.565
C: -2.751 -1.090 3.065
C: -2.962 -0.921 4.429
C: -1.898 -1.083 5.331
C: -0.675 -1.592 4.868
C: -0.459 -1.755 3.502
Br: -2.085 -0.538 7.058
H: 0.820 -2.189 1.128
H: -2.146 -1.283 0.520
H: 1.755 -3.868 -0.579
H: -2.395 -2.559 -1.041
H: 1.020 -6.077 -1.370
H: -2.919 -4.807 -1.810
H: -3.608 -0.964 2.399
H: 0.517 -2.108 3.197
H: -3.951 -0.641 4.789
H: 0.109 -1.806 5.589
P: -0.394 0.342 -2.236
C: 0.103 1.442 2.877
C: -0.335 2.298 4.066
H: 1.187 1.237 2.949
H: -0.429 0.493 3.048
H: 0.010 1.796 4.986
H: 0.086 3.307 4.052
H: -1.427 2.354 4.143
C: -2.056 1.759 0.786
C: -3.109 2.727 1.316
H: -2.404 0.768 1.132
H: -2.106 1.754 -0.320
H: -4.096 2.292 1.080
H: -3.072 2.853 2.403
H: -3.045 3.700 0.817
C: 1.159 2.618 0.345
C: 1.818 3.913 0.777
H: 0.889 2.692 -0.721
H: 1.952 1.864 0.461
H: 2.698 4.045 0.128
H: 1.150 4.764 0.631
H: 2.187 3.868 1.807
C: 0.927 1.311 -3.078
C: 0.611 1.794 -4.486
H: 1.830 0.688 -3.064
H: 1.126 2.172 -2.431
H: 0.341 0.971 -5.156
H: -0.206 2.520 -4.474
H: 1.495 2.295 -4.898
C: -1.946 1.221 -2.741
C: -3.270 0.544 -2.392
H: -1.882 1.365 -3.830
H: -1.892 2.213 -2.270
H: -3.331 -0.490 -2.757
H: -3.467 0.517 -1.313
H: -4.082 1.128 -2.851
C: -0.533 -1.112 -3.368
C: 0.766 -1.873 -3.573
H: -0.968 -0.762 -4.320
H: -1.255 -1.793 -2.896
H: 0.558 -2.710 -4.248
H: 1.573 -1.271 -4.002
H: 1.115 -2.324 -2.640
C: 4.703 0.754 0.882
N: 4.260 0.225 -0.418
C: 5.269 -0.027 -1.457
C: 3.007 -0.096 -0.571
N: 1.831 -0.208 -0.454
H: 5.779 0.940 0.823
H: 4.479 0.040 1.697
H: 4.204 1.717 1.084
H: 5.298 -1.100 -1.691
H: 5.010 0.520 -2.377
H: 6.248 0.285 -1.075

=====

# C22H38N10O24

A cluster of 12 separate species, C22H38N10O24 in total (ωB97M-V/def2-TZVPD, OMol25).

The structure (SMILES) is O=C1C=CC(=O)C=C1.O=C1C=CC(=O)C=C1.C[N+](=O)[O-].C[N+](=O)[O-].C[N+](=O)[O-].C[N+](=O)[O-].C[N+](=O)[O-].C[N+](=O)[O-].C[N+](=O)[O-].C[N+](=O)[O-].C[N+](=O)[O-].C[N+](=O)[O-]. The value obtained for the gap between HOMO and LUMO is 8.55 eV. For the total energy, the calculation gives -87439.5872 eV. The value obtained for the LUMO energy is -1.16 eV. The total charge is 0.

CARTESIAN COORDINATES (ANGSTROEM)
O: 10.342 -12.159 0.814
C: 11.496 -12.254 1.181
C: 12.719 -12.088 0.296
C: 13.931 -12.079 0.884
C: 14.127 -12.191 2.329
O: 15.205 -12.170 2.865
C: 12.923 -12.313 3.177
C: 11.709 -12.383 2.679
H: 12.569 -11.952 -0.741
H: 14.825 -11.962 0.259
H: 13.037 -12.481 4.225
H: 10.795 -12.440 3.195
O: 21.891 -11.786 2.732
C: 20.847 -12.024 2.154
C: 19.725 -12.695 2.885
C: 18.615 -12.844 2.194
C: 18.421 -12.366 0.853
O: 17.343 -12.478 0.348
C: 19.533 -11.743 0.138
C: 20.661 -11.628 0.760
H: 19.872 -12.895 3.937
H: 17.779 -13.276 2.696
H: 19.335 -11.547 -0.931
H: 21.514 -11.343 0.216
C: 22.976 -14.109 8.048
N: 21.791 -14.103 7.185
O: 21.031 -15.015 7.301
O: 21.592 -13.114 6.553
H: 23.190 -15.188 8.116
H: 22.752 -13.606 8.979
H: 23.734 -13.583 7.498
C: 16.678 -10.364 -3.202
N: 16.511 -11.849 -3.103
O: 17.534 -12.482 -2.929
O: 15.414 -12.295 -3.274
H: 15.720 -9.971 -3.127
H: 17.297 -10.197 -4.040
H: 17.250 -10.085 -2.308
C: 19.763 -16.417 2.253
N: 20.024 -17.334 1.057
O: 21.178 -17.681 0.854
O: 19.076 -17.606 0.360
H: 18.750 -15.880 2.150
H: 20.608 -15.732 2.182
H: 19.818 -17.111 3.051
C: 24.025 -8.453 -0.904
N: 22.888 -9.293 -1.422
O: 21.768 -8.748 -1.390
O: 23.088 -10.463 -1.776
H: 23.770 -8.097 0.073
H: 24.210 -7.675 -1.657
H: 24.803 -9.191 -0.784
C: 24.609 -11.469 4.330
N: 24.608 -10.588 5.542
O: 24.973 -11.062 6.602
O: 24.315 -9.454 5.337
H: 23.895 -12.284 4.482
H: 25.600 -11.864 4.369
H: 24.316 -10.901 3.444
C: 23.997 -16.512 -0.725
N: 23.877 -15.544 0.334
O: 23.880 -15.923 1.461
O: 23.754 -14.354 -0.037
H: 24.163 -15.960 -1.651
H: 23.029 -16.940 -0.648
H: 24.758 -17.262 -0.532
C: 14.512 -15.323 -1.203
N: 13.906 -15.204 0.167
O: 14.659 -15.366 1.101
O: 12.681 -15.168 0.262
H: 14.708 -16.410 -1.256
H: 15.398 -14.765 -1.261
H: 13.692 -15.110 -1.863
C: 25.779 -7.114 3.763
N: 25.347 -7.964 2.597
O: 24.195 -8.315 2.483
O: 26.251 -8.279 1.838
H: 26.263 -7.807 4.428
H: 24.844 -6.755 4.235
H: 26.402 -6.356 3.390
C: 15.297 -15.547 4.594
N: 16.440 -14.633 4.812
O: 17.477 -14.894 4.172
O: 16.280 -13.680 5.520
H: 14.910 -15.558 3.594
H: 14.553 -15.464 5.308
H: 15.685 -16.601 4.692
C: 17.054 -9.636 3.216
N: 16.989 -9.510 1.769
O: 15.891 -9.455 1.268
O: 18.090 -9.419 1.232
H: 17.940 -10.179 3.547
H: 16.135 -10.083 3.389
H: 17.044 -8.669 3.651

=====

Repeat the first record exactly.
# C28H46BrN3NiP2

A structure of composition C28H46BrN3NiP2 (ωB97M-V/def2-TZVPD, OMol25).

The value obtained for the gap between HOMO and LUMO (alpha / beta) is 7.46 / 4.51 eV. As for the expectation value of S²: 2.051. The calculation puts the relative energy (zero: lowest compared OMol25 entry of this formula, charge and spin) at 0.7133 eV. As for the multiplicity: 3. For the total energy, the calculation gives -163898.2104 eV. The value obtained for the LUMO energy (alpha / beta) is -6.01 / -8.87 eV. The total charge is +2.

CARTESIAN COORDINATES (ANGSTROEM)
N: -0.974 -5.530 -1.618
C: 0.282 -5.279 -1.259
C: 0.696 -4.027 -0.782
C: -0.287 -3.049 -0.505
C: -1.583 -3.289 -1.037
C: -1.892 -4.577 -1.502
C: -0.062 -2.006 0.505
Ni: -0.003 -0.219 0.180
P: -0.232 1.673 1.098
C: -1.215 -1.336 1.103
C: -1.467 -1.422 2.565
C: -2.751 -1.090 3.065
C: -2.962 -0.921 4.429
C: -1.898 -1.083 5.331
C: -0.675 -1.592 4.868
C: -0.459 -1.755 3.502
Br: -2.085 -0.538 7.058
H: 0.820 -2.189 1.128
H: -2.146 -1.283 0.520
H: 1.755 -3.868 -0.579
H: -2.395 -2.559 -1.041
H: 1.020 -6.077 -1.370
H: -2.919 -4.807 -1.810
H: -3.608 -0.964 2.399
H: 0.517 -2.108 3.197
H: -3.951 -0.641 4.789
H: 0.109 -1.806 5.589
P: -0.394 0.342 -2.236
C: 0.103 1.442 2.877
C: -0.335 2.298 4.066
H: 1.187 1.237 2.949
H: -0.429 0.493 3.048
H: 0.010 1.796 4.986
H: 0.086 3.307 4.052
H: -1.427 2.354 4.143
C: -2.056 1.759 0.786
C: -3.109 2.727 1.316
H: -2.404 0.768 1.132
H: -2.106 1.754 -0.320
H: -4.096 2.292 1.080
H: -3.072 2.853 2.403
H: -3.045 3.700 0.817
C: 1.159 2.618 0.345
C: 1.818 3.913 0.777
H: 0.889 2.692 -0.721
H: 1.952 1.864 0.461
H: 2.698 4.045 0.128
H: 1.150 4.764 0.631
H: 2.187 3.868 1.807
C: 0.927 1.311 -3.078
C: 0.611 1.794 -4.486
H: 1.830 0.688 -3.064
H: 1.126 2.172 -2.431
H: 0.341 0.971 -5.156
H: -0.206 2.520 -4.474
H: 1.495 2.295 -4.898
C: -1.946 1.221 -2.741
C: -3.270 0.544 -2.392
H: -1.882 1.365 -3.830
H: -1.892 2.213 -2.270
H: -3.331 -0.490 -2.757
H: -3.467 0.517 -1.313
H: -4.082 1.128 -2.851
C: -0.533 -1.112 -3.368
C: 0.766 -1.873 -3.573
H: -0.968 -0.762 -4.320
H: -1.255 -1.793 -2.896
H: 0.558 -2.710 -4.248
H: 1.573 -1.271 -4.002
H: 1.115 -2.324 -2.640
C: 4.703 0.754 0.882
N: 4.260 0.225 -0.418
C: 5.269 -0.027 -1.457
C: 3.007 -0.096 -0.571
N: 1.831 -0.208 -0.454
H: 5.779 0.940 0.823
H: 4.479 0.040 1.697
H: 4.204 1.717 1.084
H: 5.298 -1.100 -1.691
H: 5.010 0.520 -2.377
H: 6.248 0.285 -1.075

=====

Look up the total charge of the second one.
0